[1]
Entry from the Open Molecules 2025 dataset: an isolated molecule of C6H12N4O in a non-equilibrium geometry (ωB97M-V/def2-TZVPD).

XYZ file:
```
23
Properties=species:S:1:pos:R:3:forces:R:3
C -0.05111 1.29763 -0.44572 2.3 0.9 0.4
C -0.77976 0.43892 0.24003 2.4 -2.7 0.6
C 1.48099 1.05399 -0.34007 -2.9 -2.3 1.9
C 0.31681 -1.99438 -0.34449 0.7 -1.7 1.4
C 2.83468 -0.54832 0.97993 -0.9 -0.7 -0.7
C -3.05812 -0.27630 -0.25494 1.7 0.5 1.6
N 0.39264 -0.90655 0.61859 -1.4 4.2 -0.6
N 1.56416 -0.06445 0.40576 0.7 -2.4 0.1
N -0.36668 2.52871 -0.88095 -1.4 0.9 -0.7
N -2.06696 0.46055 0.61754 -1.3 -0.3 -0.3
O 2.41519 1.76230 -0.53289 1.3 2.0 -1.2
H 0.46482 -1.79884 -1.37376 0.0 0.9 -1.3
H 1.12862 -2.75566 -0.10786 -0.9 0.7 0.0
H -0.64371 -2.51573 -0.20971 0.3 0.2 0.0
H 3.56479 -0.86078 0.25151 0.1 0.0 -1.0
H 3.38368 0.23298 1.51544 -0.7 -0.3 0.7
H 2.53481 -1.51283 1.44330 0.5 1.1 0.7
H -3.75905 0.39107 -0.66450 -0.9 1.1 -0.6
H -2.45848 -0.66465 -1.11097 -0.8 -0.6 1.0
H -3.60353 -0.87513 0.48085 0.1 -1.0 -1.0
H -1.33982 2.83529 -0.82649 0.9 0.0 0.0
H 0.36629 3.19481 -1.07464 -0.1 -0.2 0.1
H -2.32025 0.57736 1.61401 0.5 -0.3 -1.1
```
Forces are in eV/Å.

The SMILES is CNc1c(N)c(=O)n(C)n1C. Its energy relative to the best compared isomer or geometry (same formula, charge and spin) is 2.758 eV. Its HOMO-LUMO gap is 9.015 eV. Its spin multiplicity is 1. Its molecular weight is 156.189 g/mol. The strongest force on any atom is 4.5 eV/A.

[2]
Entry from the Open Molecules 2025 dataset: an isolated molecule of C6H12N4O2 in a non-equilibrium geometry (ωB97M-V/def2-TZVPD).

XYZ file:
```
24
Properties=species:S:1:pos:R:3:forces:R:3
C -2.01762 -1.44821 0.71926 1.4 2.1 0.2
C -0.54663 -1.06886 0.90968 -1.2 -0.5 3.2
C -0.36295 0.39975 1.40154 2.1 0.9 0.2
C 0.54619 0.98254 -0.79537 -0.1 0.7 -2.6
C 1.97305 1.27278 -0.38274 1.9 1.5 -2.5
C 0.22729 -0.38015 -1.27856 0.7 -1.1 1.0
H -2.05101 -2.47867 0.58365 -0.7 -1.7 -0.5
H -2.48370 -1.12799 1.62313 -0.8 -0.1 0.6
H -2.39572 -0.84104 -0.08971 -0.5 -0.3 -0.4
H -0.15487 -1.66508 1.81654 -0.6 0.7 -1.2
H 0.60919 0.43769 1.87731 0.8 -0.3 -0.1
H -0.89995 0.75135 2.31246 -0.9 -0.4 -1.4
H 0.24955 1.56769 -1.76076 0.8 -0.4 1.9
H 2.69786 0.86656 -1.17485 -1.0 0.6 0.9
H 2.02965 2.43614 -0.47198 0.4 -2.1 0.7
H 2.37620 0.86723 0.54759 -0.7 0.2 0.1
H 0.97153 -0.80115 -1.95027 -0.2 0.9 -0.5
H -0.77824 -0.38313 -1.69611 -0.1 -0.1 -0.2
N -0.29220 1.39168 0.28829 -1.2 -1.8 0.8
N -0.38273 2.68445 0.53040 -2.3 1.3 -0.5
N 0.31376 -1.41460 -0.16430 -0.4 1.9 -1.2
N -0.02514 -2.54190 -0.93238 5.1 -1.2 0.1
O -0.68475 3.33339 -0.47498 1.4 -0.3 1.1
O 1.08124 -2.84047 -1.43785 -3.9 -0.8 0.1
```
Forces are in eV/Å.

The SMILES is C[C@@H]1CN(N=O)[C@@H](C)CN1N=O. Its energy relative to the best compared isomer or geometry (same formula, charge and spin) is 6.647 eV. Its HOMO-LUMO gap is 8.745 eV. Its spin multiplicity is 1. Its molecular weight is 172.188 g/mol. The strongest force on any atom is 5.2 eV/A.

[3]
Entry from the Open Molecules 2025 dataset: a cluster of 2 separate species, C6H12N4O2 in total (ωB97M-V/def2-TZVPD).

XYZ file:
```
24
Properties=species:S:1:pos:R:3:forces:R:3
C -2.34095 -0.42046 2.25688 0.1 -0.1 0.2
C -1.36379 0.73542 2.39471 0.2 0.2 0.8
C -1.44781 0.24855 0.27860 0.5 0.5 0.0
C 1.51072 -1.33543 0.84583 -0.4 0.0 0.2
C 1.55307 0.25927 -0.97211 -0.2 -0.6 -0.1
C 0.91331 0.42257 -2.34815 -0.1 -0.3 0.2
H -1.88111 1.58248 2.86413 0.2 -0.1 -0.1
H -0.53508 0.44322 3.05775 -0.3 0.1 -0.1
H -1.24193 0.22132 -0.79345 -0.3 -0.1 0.3
H -2.86524 -1.32190 0.39502 -0.1 -0.2 0.0
H 2.52690 -1.05157 1.07507 0.5 0.1 0.2
H 1.41725 -2.42587 0.98376 -0.1 0.5 -0.2
H 0.82574 -0.81127 1.53830 0.3 -0.2 -0.2
H 2.63871 0.30092 -1.10410 0.1 0.2 0.2
H 1.17919 1.02205 -0.29163 0.2 0.3 0.1
H 1.75757 2.26282 -2.67188 0.1 0.1 0.0
H 0.73513 1.66257 -3.91304 0.2 0.1 0.5
H 0.29520 -1.32659 -2.31126 -0.1 0.2 -0.3
N -0.85527 1.05966 1.07017 -0.4 -0.2 -0.2
N -2.32157 -0.63568 0.88399 -0.3 -0.3 -0.1
N 0.99203 1.66552 -2.92654 0.0 0.0 -0.3
N 0.28078 -0.50944 -2.92997 -0.1 -0.4 0.2
O -2.96068 -1.02068 3.10780 0.3 0.3 -0.7
O 1.18785 -1.02746 -0.48988 -0.1 -0.1 -0.5
```
Forces are in eV/Å.

The SMILES is [H]/N=C(/N)COC.O=C1CN=CN1. Its energy relative to the best compared isomer or geometry (same formula, charge and spin) is 0.000 eV. Its HOMO-LUMO gap is 10.181 eV. Its spin multiplicity is 1. Its molecular weight is 172.188 g/mol. The strongest force on any atom is 0.8 eV/A.